Formula: C6H14Si
Source: OMol25
Level of theory: ωB97M-V/def2-TZVPD

Geometry (Å):
Si  -0.366  -0.069  0.441
C  0.353  -1.765  -0.156
C  -1.966  0.369  -0.385
C  -0.570  -0.291  2.362
C  1.312  2.757  -0.377
C  0.556  -1.586  -1.720
C  1.285  1.512  -0.032
H  -2.529  1.083  0.216
H  1.314  -2.322  -1.934
H  -0.117  -2.678  0.038
H  1.356  -1.904  0.051
H  0.514  3.382  -0.701
H  -0.213  0.672  2.805
H  2.298  3.305  -0.355
H  -1.614  -0.314  2.627
H  -1.933  0.708  -1.366
H  -0.230  -1.766  -2.422
H  2.207  1.076  0.301
H  -2.553  -0.538  -0.463
H  0.878  -0.589  -1.715
H  0.019  -1.041  2.783

Computed properties:
Gap between HOMO and LUMO (eV): 10.34
SMILES string: C=C[Si](C)(C)CC
Net charge: 0
E_tot (eV): -14324.5547
Energy above the lowest of the compared OMol25 structures with the same formula, charge and spin (kcal/mol): 46.5
HOMO level (eV): -9.303
Spin multiplicity: 1



Formula: C4H9NO
Source: OMol25
Level of theory: ωB97M-V/def2-TZVPD

Geometry (Å):
O  0.813  0.091  -2.360
N  -1.193  0.202  -1.502
C  0.716  0.138  0.135
C  -0.108  1.075  1.130
C  0.165  0.066  -1.318
C  0.491  -1.295  0.715
H  1.399  -1.712  1.091
H  0.040  0.836  2.194
H  0.252  2.056  0.889
H  1.867  0.510  0.124
H  -1.205  1.091  0.726
H  0.173  -1.976  0.027
H  -1.851  0.066  -0.869
H  -1.425  0.118  -2.557
H  -0.131  -1.264  1.575

Computed properties:
Gap between HOMO and LUMO (eV): 10.67
SMILES string: CC(C)C(N)=O
Net charge: 0
E_tot (eV): -7830.7546
Energy above the lowest of the compared OMol25 structures with the same formula, charge and spin (kcal/mol): 36.1
HOMO level (eV): -9.735
Spin multiplicity: 1



Formula: C40H36BBrIN13O2S4Sr
Source: OMol25
Level of theory: ωB97M-V/def2-TZVPD

Geometry (Å):
I  3.318  -1.796  1.898
Sr  -0.340  -0.854  0.126
Br  6.339  -2.870  3.466
S  -3.970  -4.069  -2.629
S  3.799  2.556  1.106
S  1.121  -3.474  -0.903
S  0.955  1.562  1.696
O  0.661  6.703  2.504
O  -2.401  -0.676  1.077
N  -3.252  -4.467  -0.032
N  0.418  -3.691  4.029
N  -1.789  -5.288  -1.425
N  -0.698  -0.869  -2.375
N  -4.670  5.062  2.675
N  1.335  0.650  -1.111
N  -5.159  3.942  2.418
N  -0.060  -4.481  -3.209
N  1.502  -2.989  -3.542
N  0.225  -2.108  2.162
N  -0.413  -6.013  4.229
N  -1.822  1.537  -0.390
N  2.401  1.386  -0.630
C  -1.597  2.593  -1.128
C  -1.374  -5.582  -0.142
C  -1.634  -1.566  -3.007
C  -4.155  0.424  2.197
C  -3.076  0.378  1.305
C  -3.482  2.811  0.850
C  7.770  -0.543  0.378
C  1.090  -3.417  -4.786
C  -4.459  2.819  1.893
C  -2.965  -4.612  -1.352
C  2.591  -2.067  -3.315
C  -3.260  5.367  2.626
C  -1.901  -1.400  -4.361
C  0.017  0.038  -3.051
C  -0.043  -4.921  4.077
C  7.659  -1.370  1.482
C  5.244  -1.301  1.314
C  1.710  5.804  2.832
C  -3.243  3.905  -0.013
C  -0.606  6.218  2.591
C  6.624  -0.090  -0.261
C  -0.193  0.269  -4.405
C  6.402  -1.742  1.944
C  -1.167  -0.467  -5.066
C  -2.773  1.619  0.581
C  -4.346  -3.689  0.513
C  0.270  -2.914  3.011
C  -2.250  4.534  3.090
C  -0.927  4.950  3.071
C  -2.270  -5.079  0.729
C  2.281  1.712  0.635
C  -2.304  3.799  -0.996
C  0.812  -3.667  -2.576
C  5.375  -0.466  0.202
C  -4.822  1.615  2.462
C  1.065  0.817  -2.345
C  0.122  -4.336  -4.568
C  -2.935  6.652  2.204
C  -1.620  7.075  2.169
C  3.817  2.481  2.903
B  -1.007  -5.666  -2.701
H  6.696  0.570  -1.116
H  -3.734  7.310  1.884
H  -2.664  -2.015  -4.821
H  -0.156  4.259  3.387
H  -5.155  -3.680  -0.213
H  8.540  -1.731  1.995
H  -4.673  -4.153  1.443
H  -1.341  -0.310  -6.124
H  1.669  5.525  3.889
H  1.664  4.900  2.222
H  0.403  1.008  -4.926
H  -2.299  -5.096  1.804
H  -0.485  -4.893  -5.259
H  2.636  6.335  2.631
H  2.823  2.197  3.249
H  1.594  1.572  -2.929
H  4.071  3.460  3.309
H  4.483  -0.096  -0.287
H  -2.098  4.622  -1.669
H  8.751  -0.253  0.022
H  -4.026  -2.663  0.707
H  -4.437  -0.495  2.693
H  2.395  -1.125  -3.830
H  1.494  -3.002  -5.693
H  -1.356  8.063  1.814
H  -1.774  -5.861  -3.607
H  4.541  1.740  3.242
H  -2.199  -2.295  -2.436
H  3.528  -2.494  -3.678
H  -2.478  3.537  3.442
H  -0.819  2.506  -1.880
H  -0.305  -6.630  -2.475
H  2.669  -1.888  -2.245
H  -0.454  -6.107  0.035
H  -3.816  4.812  0.103
H  -5.630  1.637  3.185

Computed properties:
Gap between HOMO and LUMO (eV): 6.20
Net charge: -2
E_tot (eV): -188533.7631
Energy above the lowest of the compared OMol25 structures with the same formula, charge and spin (kcal/mol): 6.8
HOMO level (eV): -2.635
Spin multiplicity: 1



Formula: C34H30F10N4O2PSe2Ti
Source: OMol25
Level of theory: ωB97M-V/def2-TZVPD

Geometry (Å):
Se  1.855  0.937  3.994
Se  2.155  -0.413  0.509
Ti  -0.308  -0.092  -0.175
P  3.048  0.194  2.396
F  0.071  -0.650  -6.784
F  -4.551  -1.979  4.455
F  -1.550  -4.587  1.942
F  -3.667  -4.445  3.679
F  0.201  -2.175  -1.592
F  -0.380  -2.362  1.029
F  -0.204  -4.001  -3.499
F  -3.430  0.245  3.573
F  0.447  1.200  -4.942
F  -0.283  -3.281  -6.140
O  -1.953  -0.466  -0.946
O  -3.226  -2.350  -0.671
N  -5.144  -1.498  -2.371
N  -0.531  2.059  -0.140
N  0.445  0.452  -2.078
N  -1.132  0.103  1.714
C  4.733  2.383  2.860
C  5.060  1.304  0.741
C  6.443  3.175  1.362
C  0.093  -1.032  -5.496
C  0.646  2.558  -0.900
C  -0.483  2.387  1.313
C  0.308  -0.378  -3.143
C  5.664  -3.286  3.958
C  -0.055  -2.717  -3.843
C  0.140  -1.757  -2.881
C  0.286  -0.075  -4.511
C  -1.779  2.551  -0.740
C  -1.999  -3.395  2.354
C  -1.411  -2.242  1.904
C  4.161  -2.417  2.288
C  4.955  -3.451  2.780
C  -1.814  -0.941  2.263
C  -1.419  1.479  2.105
C  5.764  3.270  2.567
C  6.088  2.190  0.450
C  -3.576  0.039  -3.353
C  0.729  1.872  -2.264
C  -3.509  -2.082  3.612
C  -3.810  -1.150  -4.283
C  5.575  -2.085  4.653
C  -3.071  -3.327  3.228
C  4.069  -1.216  2.979
C  -4.136  -0.469  -2.011
C  -5.181  -1.645  -3.837
C  -0.086  -2.358  -5.181
C  -2.903  -0.926  3.141
C  -3.072  -1.100  -1.201
C  4.376  1.393  1.951
C  4.778  -1.061  4.170
H  5.011  -4.387  2.237
H  -1.852  3.636  -0.604
H  1.527  2.305  -0.314
H  -4.631  0.361  -1.471
H  -4.133  0.914  -3.706
H  6.279  -4.091  4.341
H  3.603  -2.547  1.370
H  6.610  2.113  -0.497
H  4.685  -0.135  4.726
H  4.180  2.462  3.788
H  0.534  2.215  1.662
H  -4.037  -2.669  -1.111
H  -2.631  2.064  -0.275
H  -5.376  -2.680  -4.120
H  -3.051  -1.916  -4.108
H  -0.729  3.445  1.470
H  6.121  -1.951  5.579
H  1.736  2.056  -2.658
H  0.036  2.347  -2.965
H  -6.049  -1.281  -1.980
H  -3.788  -0.886  -5.340
H  -1.796  2.313  -1.801
H  6.029  4.040  3.282
H  -5.961  -1.018  -4.287
H  4.777  0.546  0.021
H  0.601  3.649  -1.004
H  -2.525  0.310  -3.257
H  -1.224  1.648  3.169
H  7.241  3.870  1.131
H  -2.463  1.760  1.924

Computed properties:
Gap between HOMO and LUMO (alpha / beta) (eV): 4.92 / 6.89
Net charge: -1
E_tot (eV): -236074.8633
Energy above the lowest of the compared OMol25 structures with the same formula, charge and spin (kcal/mol): 16.0
HOMO level (alpha / beta) (eV): -2.636 / -4.695
Spin multiplicity: 3



Formula: C43H64BCuN3O2PSb2
Source: OMol25
Level of theory: ωB97M-V/def2-TZVPD

Geometry (Å):
Sb  0.161  -1.987  -0.531
Sb  1.530  -0.706  2.813
Cu  -0.190  0.671  -0.393
P  -1.578  1.520  -2.046
O  -0.854  1.873  2.283
O  -2.481  0.420  1.596
N  1.705  1.518  -0.087
N  3.201  -3.295  -3.313
N  3.612  -1.042  -2.665
C  4.075  1.458  -0.472
C  -4.942  -1.528  -2.886
C  3.016  3.447  0.385
C  5.140  -2.747  -2.052
C  1.871  -3.291  -0.177
C  -4.729  -0.505  -3.800
C  2.606  -3.426  2.259
C  5.600  -0.404  -1.405
C  2.809  0.878  -0.473
C  -2.974  3.901  -2.867
C  -1.357  2.121  4.629
C  -3.130  -0.692  -1.553
C  -1.210  -2.897  0.832
C  1.400  -5.257  1.256
C  0.386  0.450  -3.611
C  1.808  2.779  0.350
C  2.918  -1.998  -3.270
C  -4.146  -1.615  -1.754
C  -1.148  1.883  -4.910
C  5.327  0.764  -0.819
C  2.750  0.995  3.277
C  4.155  2.778  -0.030
C  -2.423  -0.434  3.830
C  -0.464  1.726  -3.549
C  -3.716  0.419  -3.595
C  4.736  -1.416  -2.044
C  -2.886  0.325  -2.475
C  -2.656  3.334  2.885
C  1.961  -3.982  1.146
C  -3.740  2.698  -0.834
C  0.477  2.911  -3.306
C  2.679  -4.180  3.434
C  3.159  -2.036  2.257
C  4.323  -3.659  -2.696
C  1.399  -1.384  4.846
C  -2.505  3.103  -1.650
C  -2.822  0.761  2.978
C  2.116  -5.440  3.530
C  -4.317  0.990  3.059
C  -0.495  -3.018  -2.294
C  1.464  -5.983  2.431
C  -1.951  2.034  3.238
C  -1.605  3.985  -0.776
B  -1.273  0.995  1.317
H  -4.839  0.054  2.861
H  -0.749  3.023  4.710
H  -2.037  -2.220  1.041
H  -4.653  1.728  2.334
H  4.572  -4.714  -2.721
H  3.197  -3.761  4.288
H  -2.541  -0.735  -0.646
H  -5.360  -0.421  -4.675
H  -1.316  3.469  0.141
H  -2.155  4.887  -0.495
H  -0.031  3.871  -3.395
H  3.536  -1.717  1.284
H  3.351  1.268  2.409
H  -0.976  -3.945  -1.985
H  1.736  -4.038  -0.960
H  1.031  0.498  -4.492
H  -0.699  4.298  -1.295
H  -2.954  -1.316  3.470
H  -0.237  -0.445  -3.693
H  -1.578  -3.831  0.411
H  -1.353  -0.632  3.758
H  6.201  1.317  -0.491
H  -3.452  3.554  3.596
H  -3.084  3.298  1.883
H  2.671  -0.142  -0.795
H  3.063  4.465  0.743
H  2.122  1.841  3.554
H  2.772  -2.728  -0.424
H  -0.374  2.075  -5.658
H  -2.148  2.178  5.379
H  -4.481  2.193  -1.453
H  6.651  -0.673  -1.436
H  3.413  0.747  4.106
H  2.019  -1.683  -3.789
H  -3.548  4.761  -2.514
H  -1.851  2.712  -4.950
H  -3.587  1.215  -4.313
H  -3.492  2.034  -0.004
H  0.890  3.244  0.687
H  -1.210  -2.417  -2.851
H  2.399  -1.475  5.271
H  -5.734  -2.246  -3.051
H  -0.686  -3.112  1.764
H  -4.317  -2.395  -1.023
H  1.036  0.350  -2.738
H  0.953  2.859  -2.325
H  -1.660  0.969  -5.205
H  -4.596  1.328  4.058
H  2.194  -5.998  4.453
H  -4.201  3.604  -0.429
H  -3.632  3.316  -3.511
H  0.894  -2.347  4.894
H  0.913  -5.688  0.388
H  1.269  2.888  -4.059
H  5.118  3.273  0.002
H  1.024  -6.970  2.485
H  -1.932  4.149  2.919
H  -0.728  1.261  4.852
H  -2.684  -0.279  4.877
H  -2.147  4.285  -3.462
H  0.833  -0.658  5.430
H  6.057  -3.058  -1.570
H  0.360  -3.260  -2.926
H  3.956  -1.921  2.991

Computed properties:
Gap between HOMO and LUMO (alpha / beta) (eV): 7.01 / 6.84
Net charge: +1
E_tot (eV): -121872.2632
Energy above the lowest of the compared OMol25 structures with the same formula, charge and spin (kcal/mol): 0.0
HOMO level (alpha / beta) (eV): -9.812 / -10.234
Spin multiplicity: 2



Formula: C20H27GaIN2O2P
Source: OMol25
Level of theory: ωB97M-V/def2-TZVPD

Geometry (Å):
I  -3.006  -0.261  2.420
Ga  -1.298  0.627  0.615
P  -1.237  -0.604  -1.403
O  3.875  0.564  1.306
O  -0.898  2.422  0.725
N  0.088  0.047  1.829
N  1.914  4.629  0.598
C  0.997  -2.199  2.355
C  -0.362  4.848  -0.371
C  -1.565  0.480  -2.775
C  -0.061  -1.282  2.321
C  2.709  2.583  1.588
C  0.368  2.873  0.899
C  -0.550  -3.896  3.071
C  -1.675  -3.031  3.031
C  1.406  2.049  1.502
C  -1.352  -1.701  2.738
C  3.865  1.788  2.042
C  -1.187  0.057  -4.196
C  0.706  4.136  0.384
C  0.704  -3.450  2.753
C  0.687  -2.505  -2.264
C  2.883  3.900  1.147
C  -2.338  -1.999  -1.346
C  -3.842  -1.666  -1.691
C  1.165  0.732  2.020
C  0.466  -1.225  -1.502
H  -3.984  -0.905  -2.556
H  1.991  0.257  2.496
H  1.508  -4.181  2.816
H  0.185  -2.617  -3.220
H  -1.130  0.954  -4.799
H  0.450  -3.386  -1.727
H  -0.892  1.356  -2.540
H  -0.299  5.938  -0.237
H  0.915  -0.349  -1.954
H  -4.394  -2.544  -1.963
H  4.772  2.434  1.858
H  -2.370  -2.495  -0.403
H  3.870  4.292  1.186
H  1.973  -1.913  1.962
H  -2.499  0.958  -2.671
H  -0.135  -0.362  -4.166
H  -0.708  -4.912  3.322
H  -1.799  -0.678  -4.694
H  -0.210  4.611  -1.469
H  1.741  -2.594  -2.419
H  -2.722  -3.401  3.204
H  -2.025  -2.767  -2.041
H  3.816  1.461  3.102
H  -1.359  4.578  0.026
H  0.887  -1.182  -0.470
H  4.310  0.689  0.446
H  -4.353  -1.159  -0.884

Computed properties:
Gap between HOMO and LUMO (eV): 7.20
Net charge: +2
E_tot (eV): -98004.1355
HOMO level (eV): -14.214
Spin multiplicity: 1



Which of these has the lowest net charge?
C40H36BBrIN13O2S4Sr



What did the first record say?
Formula: C6H14Si
Source: OMol25
Level of theory: ωB97M-V/def2-TZVPD

Geometry (Å):
Si  -0.366  -0.069  0.441
C  0.353  -1.765  -0.156
C  -1.966  0.369  -0.385
C  -0.570  -0.291  2.362
C  1.312  2.757  -0.377
C  0.556  -1.586  -1.720
C  1.285  1.512  -0.032
H  -2.529  1.083  0.216
H  1.314  -2.322  -1.934
H  -0.117  -2.678  0.038
H  1.356  -1.904  0.051
H  0.514  3.382  -0.701
H  -0.213  0.672  2.805
H  2.298  3.305  -0.355
H  -1.614  -0.314  2.627
H  -1.933  0.708  -1.366
H  -0.230  -1.766  -2.422
H  2.207  1.076  0.301
H  -2.553  -0.538  -0.463
H  0.878  -0.589  -1.715
H  0.019  -1.041  2.783

Computed properties:
Gap between HOMO and LUMO (eV): 10.34
SMILES string: C=C[Si](C)(C)CC
Net charge: 0
E_tot (eV): -14324.5547
Energy above the lowest of the compared OMol25 structures with the same formula, charge and spin (kcal/mol): 46.5
HOMO level (eV): -9.303
Spin multiplicity: 1



Which of these has the highest spin multiplicity?
C34H30F10N4O2PSe2Ti



The highest net charge belongs to which entry?
C20H27GaIN2O2P